--- w ---
Here is 2 unconnected molecules or ions with the total composition C2H8N3O from OMol25. Energies are from the ωB97M-V functional and the def2-TZVPD basis.

Geometry as XYZ:
```
14
Properties=species:S:1:pos:R:3:lowdin_charge:R:1
C 1.0785 0.0799 0.0648 -0.451
C -0.9967 0.9259 -0.4162 0.151
N 2.1861 -0.5636 -0.4386 0.157
N 1.0228 0.7833 1.1121 0.156
N -0.1277 0.0682 -0.8093 0.141
O -2.1929 -1.1392 0.6921 -0.063
H -0.8318 1.5908 0.4938 0.158
H -1.8115 1.0007 -1.0373 0.098
H 3.0534 -0.2048 -0.0616 0.122
H 2.1852 -0.6842 -1.4596 0.118
H 1.8498 0.7812 1.6599 0.077
H -2.4204 -0.2911 1.1213 0.052
H -0.0705 -0.5624 -1.6397 0.206
H -2.9245 -1.7846 0.7183 0.078
```

Values from the calculation:
- Highest occupied orbital energy: -0.5306 hartree
- Charge: +1
- Kohn-Sham gap: 9.0 eV


--- x ---
Here is a gas-phase ion, C2H8N3O (charge +1) from OMol25. Energies are from the ωB97M-V functional and the def2-TZVPD basis.

Geometry as XYZ:
```
14
Properties=species:S:1:pos:R:3:lowdin_charge:R:1
C -0.0973 -0.1949 -0.0285 -0.270
C -0.5966 -1.6554 -0.0787 0.042
N -0.8757 0.7976 -0.3313 0.018
N 1.1442 0.0623 0.3534 -0.005
N 1.7023 1.3077 0.5772 0.024
O -2.2078 0.6515 -0.4821 0.008
H -1.1655 -1.7546 0.8504 0.102
H 0.2558 -2.4639 -0.2270 0.142
H -1.2519 -1.7511 -1.0087 0.113
H -0.8188 1.7954 -0.2816 0.178
H 1.7577 -0.7012 0.7318 0.193
H -2.4027 0.5925 -1.5121 0.204
H 2.3604 1.8023 -0.0449 0.119
H 2.1960 1.5117 1.4822 0.134
```

Values from the calculation:
- Highest occupied orbital energy: -0.5324 hartree
- Charge: +1
- SMILES: C/C(NO)=[NH+]/N
- Kohn-Sham gap: 11.3 eV


Stability, descending: w, x